(1)
{
  "formula": "C7H8F3N4OS",
  "method": "ωB97M-V/def2-TZVPD",
  "homo_ev": [-12.78, -11.45],
  "orbital_gap_ev": [7.74, 4.95],
  "total_charge": 1,
  "e_above_lowest_kcal_mol": 11.37,
  "species": ["S", "F", "F", "F", "O", "N", "N", "N", "N", "C", "C", "C", "C", "C", "C", "C", "H", "H", "H", "H", "H", "H", "H", "H"],
  "xyz": [[0.45049, -1.09650, 0.29148], [3.84037, 1.99685, 0.65145], [2.20590, 0.78538, 1.55292], [1.87566, 1.90536, -0.26088], [-2.30584, 1.01472, -1.42970], [1.87419, -3.23748, -0.68478], [-3.42997, 1.55374, -0.93889], [-2.38023, 0.41610, 0.70597], [2.98839, -1.19858, -0.53445], [-3.48848, 1.19447, 0.41687], [-1.70926, 0.37755, -0.40968], [-0.53654, -0.31036, -0.84470], [3.44161, 0.03066, -0.27494], [-4.51524, 1.59163, 1.31831], [2.75293, 1.15485, 0.32538], [1.81308, -1.88152, -0.55288], [-5.17391, 2.11368, 0.71072], [3.72046, -1.82132, -0.93143], [0.90258, -3.74588, -0.60832], [2.49413, -3.74269, -0.20291], [-4.92844, 0.74594, 1.82358], [-4.14726, 2.12671, 2.14286], [4.47113, 0.23289, -0.49503], [-0.21575, -0.20621, -1.77096]]
}

=====

(2)
{
  "formula": "C7H8I2O",
  "method": "ωB97M-V/def2-TZVPD",
  "homo_ev": [-7.96, -7.90],
  "orbital_gap_ev": [7.52, 7.36],
  "total_charge": 0,
  "e_above_lowest_kcal_mol": 88.50,
  "species": ["I", "I", "O", "C", "C", "C", "C", "C", "C", "C", "H", "H", "H", "H", "H", "H", "H", "H"],
  "xyz": [[0.17611, 3.33963, 2.30437], [-2.44365, 1.86595, 0.28291], [-0.50403, -1.45223, 2.24786], [-0.67090, -1.49062, -0.13466], [0.47089, 0.35393, -1.42160], [-0.36537, -0.87432, 1.20231], [0.32750, 0.49346, 1.18820], [0.99205, 0.86247, -0.18765], [-0.70359, 1.65416, 1.43123], [0.35058, -1.21788, -1.19183], [-1.65398, -1.17686, -0.49503], [1.02967, 0.51814, 1.89736], [-0.00525, -1.62565, -2.17634], [-0.78221, -2.47396, 0.08390], [1.08209, 0.52683, -2.35595], [1.41279, -1.44511, -0.79110], [1.89466, 1.51267, -0.23933], [-0.60738, 0.62940, -1.64464]]
}

=====

(3)
{
  "formula": "C7H8IN3O3S",
  "method": "ωB97M-V/def2-TZVPD",
  "homo_ev": -6.99,
  "orbital_gap_ev": 5.01,
  "total_charge": 0,
  "e_above_lowest_kcal_mol": 25.10,
  "species": ["I", "S", "O", "O", "O", "N", "N", "N", "C", "C", "C", "C", "C", "C", "C", "H", "H", "H", "H", "H", "H", "H", "H"],
  "xyz": [[1.01240, -4.47109, -2.63304], [0.59962, -0.71666, 1.93520], [1.89649, -1.74787, -1.45594], [-0.94379, 0.26485, 1.88758], [0.45957, -2.12742, 1.68488], [-0.19638, -0.76293, -1.44550], [-2.48261, -0.60677, 0.46060], [0.11881, -2.71228, -2.50652], [0.71512, -1.81927, -1.75789], [1.26098, 0.21999, 0.32736], [0.03377, 2.33845, 0.23624], [-1.57227, 0.37221, 0.73291], [-0.89245, 1.22860, -0.23615], [0.14893, 0.16347, -0.67145], [1.30801, 1.61236, 0.89118], [0.48389, 2.98201, -0.48419], [-1.47268, 1.42082, -1.05345], [-0.53571, 3.08521, 0.98053], [-2.67259, -1.40853, 1.03769], [-2.65690, -0.97652, -0.45895], [2.20561, 2.15710, 0.66443], [2.08579, -0.20566, -0.10387], [1.09638, 1.70992, 1.96835]]
}

=====

(4)
{
  "formula": "C7H8InN2O4",
  "method": "ωB97M-V/def2-TZVPD",
  "s_squared": 1.80,
  "homo_ev": [-24.41, -24.42],
  "spin_multiplicity": 2,
  "orbital_gap_ev": [6.00, 4.19],
  "total_charge": 4,
  "species": ["In", "O", "O", "O", "O", "N", "N", "C", "C", "C", "C", "C", "C", "C", "H", "H", "H", "H", "H", "H", "H", "H"],
  "xyz": [[-12.87480, 20.80779, 3.73268], [-11.01006, 23.10162, 3.77879], [-8.96873, 23.50411, 4.12261], [-13.46925, 22.01652, 1.11108], [-14.08507, 23.88239, 0.17345], [-13.62771, 22.73255, 0.12694], [-10.14127, 23.86599, 4.12804], [-12.65725, 22.66087, -3.52707], [-12.13352, 21.40838, -3.72725], [-12.06480, 20.58768, -2.64123], [-10.55212, 25.24072, 4.45174], [-12.50698, 20.98160, -1.35286], [-13.08324, 22.27385, -1.19797], [-13.17861, 23.12631, -2.31490], [-10.61474, 25.76416, 3.49770], [-13.42135, 24.16902, -2.17266], [-11.62056, 21.11339, -4.63071], [-12.39730, 20.28989, -0.53073], [-11.69685, 19.57684, -2.73727], [-11.54796, 25.21647, 4.89426], [-9.69712, 25.61134, 5.01717], [-12.66737, 23.35723, -4.35253]]
}

=====

| no. | calculated total energy (a.u.) |
| --- | --- |
| 1 | -1263.155279 |
| 2 | -942.008691 |
| 3 | -1357.239766 |
| 4 | -869.898847 |